{
  "formula": "C39H44Br2MnN4OP2Se",
  "method": "ωB97M-V with the def2-TZVPD basis set",
  "spin_multiplicity": 6,
  "e_tot_ev": -304496.67385,
  "homo_ev": [-6.26, -7.12],
  "gap_ev": [5.741, 6.790],
  "total_charge": 0,
  "relative_energy_kj_mol": 0.00,
  "symbols": ["Mn", "C", "C", "C", "P", "C", "C", "C", "C", "C", "C", "C", "C", "C", "N", "C", "C", "C", "C", "C", "C", "P", "C", "C", "C", "C", "C", "C", "H", "H", "H", "H", "H", "H", "H", "H", "H", "H", "H", "H", "H", "H", "H", "H", "H", "H", "H", "H", "H", "H", "H", "H", "H", "H", "H", "H", "H", "H", "H", "H", "H", "H", "H", "H", "Br", "C", "C", "C", "Br", "C", "C", "C", "C", "N", "C", "C", "O", "H", "H", "H", "H", "Se", "N", "C", "C", "C", "C", "C", "C", "N", "H", "H", "H", "H"],
  "coordinates": [[-0.47, -0.53, -0.39], [-0.11, 5.28, -1.61], [-0.18, 3.76, -1.75], [0.71, 3.26, -2.89], [0.08, 2.73, -0.25], [-0.15, 3.75, 1.28], [0.72, 4.97, 1.59], [-0.12, 2.81, 2.49], [1.77, 2.11, -0.25], [2.72, 3.11, -0.01], [4.07, 2.85, 0.07], [4.50, 1.53, -0.07], [3.59, 0.54, -0.36], [2.21, 0.79, -0.53], [1.39, -0.25, -0.93], [1.88, -1.14, -1.91], [2.72, -0.71, -2.94], [3.17, -1.60, -3.90], [2.79, -2.94, -3.88], [1.93, -3.37, -2.88], [1.47, -2.49, -1.91], [0.30, -2.92, -0.60], [-0.84, -4.21, -1.25], [-1.83, -4.56, -0.14], [-1.58, -3.76, -2.51], [1.31, -3.76, 0.71], [2.63, -3.01, 0.87], [1.58, -5.25, 0.48], [-0.46, 5.73, -2.54], [0.91, 5.62, -1.44], [-0.75, 5.66, -0.81], [-1.22, 3.49, -2.00], [1.74, 3.56, -2.74], [0.36, 3.68, -3.83], [0.66, 2.17, -2.98], [-1.18, 4.09, 1.12], [1.71, 4.67, 1.92], [0.26, 5.51, 2.42], [0.82, 5.66, 0.76], [0.90, 2.47, 2.67], [-0.75, 1.93, 2.35], [-0.46, 3.34, 3.38], [2.39, 4.13, 0.10], [4.78, 3.65, 0.25], [5.54, 1.27, 0.04], [3.93, -0.48, -0.50], [3.01, 0.33, -3.00], [3.82, -1.24, -4.70], [3.14, -3.62, -4.64], [1.60, -4.40, -2.87], [-0.24, -5.10, -1.48], [-2.43, -3.68, 0.12], [-1.34, -4.92, 0.77], [-2.51, -5.34, -0.48], [-2.27, -2.95, -2.28], [-2.15, -4.60, -2.91], [-0.90, -3.40, -3.29], [0.72, -3.64, 1.63], [3.29, -3.23, 0.03], [3.13, -3.32, 1.79], [2.48, -1.93, 0.90], [2.11, -5.40, -0.46], [0.66, -5.84, 0.45], [2.20, -5.64, 1.28], [-5.03, -1.91, 1.00], [-3.54, -1.62, 2.11], [-3.66, -1.82, 3.49], [-2.60, -1.61, 4.33], [-2.82, -1.90, 6.19], [-1.35, -1.18, 3.82], [-0.19, -0.94, 4.58], [0.96, -0.53, 3.95], [0.96, -0.36, 2.56], [-0.10, -0.58, 1.82], [-1.25, -0.98, 2.42], [-2.35, -1.18, 1.53], [-2.20, -1.00, 0.25], [-4.60, -2.16, 3.89], [-0.22, -1.08, 5.65], [1.86, -0.34, 4.51], [1.85, -0.02, 2.04], [-1.15, -0.19, -2.86], [-0.96, 1.53, -0.23], [-2.35, 1.76, -0.40], [-3.12, 2.21, 0.67], [-4.48, 2.47, 0.55], [-5.09, 2.32, -0.69], [-4.35, 1.88, -1.77], [-2.98, 1.54, -1.66], [-2.39, 1.10, -2.82], [-2.65, 2.32, 1.64], [-5.04, 2.80, 1.41], [-6.15, 2.53, -0.81], [-4.80, 1.74, -2.74]],
  "lowdin_charge": [0.597, -0.099, -0.437, -0.097, 0.960, -0.442, -0.109, -0.105, -0.206, -0.099, -0.080, -0.068, -0.043, -0.287, -0.104, -0.357, -0.030, -0.068, -0.084, -0.086, -0.324, 1.082, -0.536, -0.103, -0.125, -0.516, -0.115, -0.109, 0.085, 0.073, 0.072, 0.105, 0.078, 0.089, 0.034, 0.109, 0.072, 0.086, 0.052, 0.077, 0.042, 0.090, 0.084, 0.103, 0.108, 0.115, 0.120, 0.106, 0.101, 0.105, 0.095, 0.053, 0.066, 0.087, 0.051, 0.084, 0.056, 0.101, 0.083, 0.085, 0.036, 0.079, 0.062, 0.083, 0.800, -0.601, -0.161, -0.630, 0.768, -0.186, -0.018, -0.031, -0.135, 0.067, -0.143, -0.404, -0.226, 0.097, 0.083, 0.111, 0.108, 0.753, -0.217, -0.315, -0.054, -0.095, -0.099, -0.036, -0.393, -0.383, 0.095, 0.098, 0.098, 0.108]
}